{
  "formula": "C36H39CsN4O2SSe2",
  "method": "wB97M-V/def2-TZVPD",
  "elements": ["Cs", "C", "Se", "C", "C", "Se", "C", "H", "H", "H", "H", "H", "H", "H", "H", "H", "H", "C", "C", "C", "C", "N", "C", "C", "C", "C", "C", "C", "C", "H", "H", "H", "H", "H", "H", "H", "H", "N", "C", "S", "N", "C", "C", "C", "C", "C", "C", "H", "H", "H", "H", "H", "H", "H", "H", "C", "O", "C", "C", "C", "C", "C", "C", "N", "C", "C", "C", "C", "C", "C", "C", "O", "H", "H", "H", "H", "H", "H", "H", "H", "H", "H", "H", "H", "H"],
  "coordinates": [[0.858, 0.571, -0.009], [1.565, -4.508, 0.647], [0.662, -3.186, -0.459], [-1.148, -3.550, 0.178], [-1.390, -3.338, 1.662], [-1.316, -1.495, 2.290], [-2.917, -0.864, 1.380], [1.100, -5.483, 0.513], [1.558, -4.227, 1.698], [2.595, -4.558, 0.300], [-1.377, -4.584, -0.086], [-1.794, -2.909, -0.422], [-0.662, -3.879, 2.266], [-2.377, -3.719, 1.933], [-3.770, -1.469, 1.681], [-2.794, -0.881, 0.300], [-3.077, 0.164, 1.702], [-1.764, 4.974, -0.312], [-3.064, 4.785, -0.753], [-3.441, 3.544, -1.236], [-2.506, 2.509, -1.276], [-1.251, 2.700, -0.845], [-0.899, 3.894, -0.376], [-2.850, 1.144, -1.771], [-4.161, 0.757, -2.043], [-4.450, -0.527, -2.484], [-3.426, -1.445, -2.675], [-2.113, -1.064, -2.429], [-1.825, 0.211, -1.968], [-1.429, 5.924, 0.080], [-3.781, 5.595, -0.719], [-4.451, 3.391, -1.583], [0.124, 3.983, -0.018], [-4.984, 1.447, -1.910], [-5.476, -0.801, -2.692], [-3.650, -2.444, -3.029], [-1.300, -1.756, -2.624], [0.516, 1.488, -3.033], [1.347, 0.759, -3.696], [1.703, -0.870, -3.244], [2.058, 1.211, -4.819], [2.096, 2.464, -5.424], [1.807, 3.666, -4.765], [1.950, 4.881, -5.424], [2.386, 4.936, -6.736], [2.679, 3.747, -7.394], [2.530, 2.532, -6.755], [-0.799, 0.574, -1.963], [0.270, 2.362, -3.488], [2.558, 0.470, -5.285], [1.467, 3.667, -3.737], [1.716, 5.795, -4.891], [2.493, 5.886, -7.241], [3.019, 3.767, -8.422], [2.750, 1.609, -7.278], [4.281, -1.520, -0.899], [4.333, -0.168, -1.318], [5.060, 0.115, -2.416], [5.946, -0.769, -3.022], [6.649, -0.389, -4.157], [6.484, 0.871, -4.706], [5.607, 1.760, -4.101], [4.907, 1.396, -2.964], [3.919, 2.288, -2.468], [3.622, 2.637, -1.225], [4.325, 2.480, -0.042], [5.706, 2.120, 0.045], [6.345, 2.093, 1.238], [5.624, 2.416, 2.428], [4.312, 2.753, 2.406], [3.562, 2.777, 1.168], [2.330, 2.995, 1.151], [3.580, -1.552, -0.068], [5.260, -1.863, -0.553], [3.912, -2.155, -1.707], [6.071, -1.765, -2.626], [7.325, -1.097, -4.619], [7.026, 1.163, -5.594], [5.444, 2.748, -4.516], [3.276, 2.610, -3.178], [2.662, 3.141, -1.135], [6.254, 1.900, -0.862], [7.395, 1.843, 1.295], [6.148, 2.391, 3.377], [3.769, 2.993, 3.311]],
  "atomic_forces_ev_per_a": [[0.51, 0.04, 0.05], [-0.01, 0.00, 0.00], [-0.05, -0.03, 0.05], [0.04, 0.01, -0.01], [-0.01, 0.01, 0.01], [-0.03, -0.01, -0.05], [-0.02, -0.01, 0.03], [0.00, 0.00, 0.00], [0.01, 0.00, 0.00], [0.00, 0.00, 0.00], [-0.01, 0.00, 0.01], [0.00, -0.01, 0.00], [0.00, 0.00, 0.00], [0.00, 0.00, 0.00], [0.00, 0.00, 0.00], [0.00, -0.01, 0.00], [0.00, 0.00, -0.01], [0.00, 0.00, -0.02], [-0.01, -0.01, 0.00], [0.02, 0.04, -0.05], [-0.01, 0.04, 0.01], [-0.24, -0.09, 0.20], [0.02, -0.01, -0.01], [0.10, -0.14, 0.09], [-0.10, 0.03, 0.11], [0.05, 0.00, 0.00], [-0.03, 0.04, 0.09], [-0.05, -0.15, 0.03], [-0.19, 0.25, -0.37], [0.00, 0.00, 0.00], [0.00, 0.00, 0.00], [0.00, -0.01, -0.03], [0.00, -0.02, 0.00], [0.02, 0.01, 0.03], [0.00, -0.01, 0.01], [0.01, 0.00, -0.02], [0.07, 0.08, -0.04], [0.16, 0.41, -0.02], [0.22, -0.02, -0.01], [0.01, -0.02, 0.03], [-0.10, -0.03, -0.06], [0.01, -0.01, 0.06], [-0.03, 0.00, 0.01], [0.01, 0.00, -0.03], [0.00, 0.02, 0.01], [-0.01, -0.02, 0.00], [0.05, 0.01, 0.01], [-0.46, -0.25, -0.03], [0.10, -0.12, -0.02], [-0.04, -0.02, -0.03], [0.10, 0.08, -0.04], [0.00, 0.00, 0.00], [0.00, 0.00, 0.00], [0.00, 0.00, 0.00], [0.01, 0.00, -0.01], [0.00, -0.02, -0.01], [0.02, -0.01, 0.04], [-0.01, 0.01, -0.02], [0.01, 0.00, -0.01], [0.00, -0.01, 0.01], [-0.01, 0.02, 0.00], [0.01, 0.00, -0.01], [0.00, 0.00, -0.02], [0.01, 0.01, 0.04], [-0.01, -0.02, -0.02], [-0.02, -0.01, 0.04], [0.01, 0.00, 0.00], [0.00, 0.00, -0.02], [-0.01, 0.01, 0.01], [0.02, 0.00, 0.00], [-0.08, 0.03, -0.01], [-0.01, -0.03, -0.04], [0.00, 0.00, 0.00], [0.00, 0.01, 0.01], [0.00, 0.00, 0.00], [0.00, 0.00, 0.00], [0.00, 0.00, 0.00], [0.00, 0.00, 0.00], [0.00, 0.00, 0.00], [-0.04, -0.02, -0.02], [0.02, -0.01, -0.01], [0.00, 0.00, 0.00], [0.00, 0.00, 0.01], [0.00, 0.00, 0.00], [0.00, 0.01, 0.00]],
  "mulliken_charge": [1.080, -1.146, 0.233, -0.268, -0.886, 0.016, -0.530, 0.348, 0.337, 0.324, 0.422, -0.088, 0.368, 0.427, 0.409, -0.106, 0.331, -0.903, -0.430, -0.976, 0.144, 0.337, -0.292, 1.705, -0.652, -0.949, -0.576, -0.772, 3.031, 0.457, 0.419, 0.359, 0.343, 0.287, 0.410, 0.429, 0.684, -0.251, -0.737, -0.368, 0.105, 0.683, -0.125, -1.267, -0.572, -0.544, -0.456, -3.171, 0.188, 0.292, 0.385, 0.400, 0.396, 0.395, 0.411, -1.126, -0.014, 1.122, -0.794, -0.752, -0.906, -0.794, 0.152, 0.530, -0.323, 0.659, -0.292, -0.945, -0.418, -0.824, 0.103, -0.752, 0.237, 0.439, 0.407, 0.465, 0.408, 0.408, 0.488, -0.060, 0.844, 0.406, 0.428, 0.369, 0.446],
  "relative_energy_kcal_mol": 10.2,
  "homo_lumo_gap_ev": 6.85
}